Entry from OMol25: 2 unconnected molecules or ions with the total composition C3H4BrNO at a distorted geometry (the ωB97M-V functional and the def2-TZVPD basis).

## Properties
electronic energy	-76751.39761	eV
F_max	3.4	eV Å⁻¹
relative energy (zero: lowest compared OMol25 entry of this formula, charge and spin)	397.7	kJ/mol
HOMO level (alpha / beta)	-9.57 / -9.57	eV

Structure (ORCA input):
```
! RIJCOSX wB97M-V def2-TZVPD def2/J DEFGRID3
* xyz 0 1
C 0.720 2.373 -0.011
C -0.390 -0.181 -0.470
C 1.757 -0.162 0.314
N 0.748 3.515 -0.122
O 0.930 -0.590 -0.613
Br 3.563 -0.211 -0.042
H -0.838 -0.510 0.473
H -0.946 -0.557 -1.324
H -0.328 0.962 -0.434
H 1.441 0.023 1.331
*
```